(1)
Entry from the Open Molecules 2025 dataset: C10H28AgFNO13P2 as an isolated structure (wB97M-V/def2-TZVPD).

Properties
Multiplicity: 2
Total charge: -2
HOMO-LUMO gap (spin up / spin down): 1.55 / 6.75 eV

Positions of all 56 atoms, in Å:
Ag1 -0.8349 -1.0014 -1.2086
F1 -1.9231 -0.5161 -3.2612
N1 -4.2091 -1.4009 -0.0813
O1 -4.7900 -0.6344 0.7025
O2 -4.8666 -2.3076 -0.4995
O3 -3.0467 -1.2335 -0.3406
C1 -2.4128 4.2552 -2.9730
O4 -2.0482 3.0048 -2.4488
P1 -0.9248 2.7891 -1.2675
O5 -0.7421 1.4208 -0.7474
O6 0.4025 3.5865 -1.7425
C2 1.2828 2.9452 -2.6548
O7 -1.6131 3.8159 -0.0947
C3 -2.7980 3.4445 0.5892
H1 -2.0931 5.0013 -2.2456
H2 -3.4729 4.1970 -3.2198
H3 -1.8431 4.5627 -3.8499
H4 1.2061 1.8586 -2.6174
H5 2.3462 3.1406 -2.5172
H6 1.0806 3.1472 -3.7067
H7 -3.5518 4.2176 0.4401
H8 -2.8173 3.5214 1.6763
H9 -3.1849 2.4703 0.2904
C4 -0.0560 0.8897 2.2616
O8 0.1838 -0.2684 3.0739
P2 -0.1923 -1.7396 2.4548
O9 -0.2523 -1.7809 0.9609
O10 0.9618 -2.7599 3.1546
C5 0.9040 -3.2007 4.4903
O11 -1.5649 -2.1475 3.2731
C6 -2.8931 -1.6495 3.0533
H10 -1.0391 0.7715 1.8060
H11 0.6231 1.0409 1.4225
H12 -0.0541 1.8147 2.8382
H13 0.9783 -4.2829 4.3835
H14 -0.0143 -2.9523 5.0224
H15 1.7042 -2.7356 5.0660
H16 -3.3890 -2.3313 2.3624
H17 -2.9279 -0.6962 2.5260
H18 -3.5231 -1.5645 3.9387
C7 5.4519 -1.6417 -0.2545
O12 4.3280 -1.6098 -1.0915
C8 3.1935 -2.0226 -0.3490
C9 1.9494 -2.3142 -1.2582
O13 1.4191 -1.1403 -1.8032
C10 1.8658 -0.7074 -3.0812
H19 5.7587 -0.8344 0.4105
H20 6.3208 -1.7167 -0.9083
H21 5.5645 -2.5120 0.3919
H22 2.9076 -1.4007 0.4992
H23 3.3414 -2.9309 0.2351
H24 1.1707 -2.7857 -0.6585
H25 2.1753 -3.0670 -2.0134
H26 2.9079 -0.3881 -3.0973
H27 1.1251 -0.0695 -3.5634
H28 1.9255 -1.5513 -3.7685

=====

(2)
Entry from the Open Molecules 2025 dataset: one molecule with the formula C17H23N9O2S (wB97M-V/def2-TZVPD).

Properties
SMILES: CCCN(CCC)Cc1c(C(=O)N/N=C/c2cccs2)nnn1-c1nonc1N
HOMO-LUMO gap: 8.10 eV

Positions of all 52 atoms, in Å:
C1 2.9906 3.8581 -1.6777
C2 2.9870 2.8222 -0.5616
C3 1.5650 2.3102 -0.2902
N1 1.4620 1.3180 0.7580
C4 1.6431 1.7860 2.1173
C5 0.4238 1.4755 2.9975
C6 -0.8492 2.0791 2.4199
C7 2.0685 0.0390 0.4514
C8 1.0950 -1.0293 0.8030
C9 -0.0656 -1.4283 0.1519
C10 -0.5793 -0.9915 -1.1596
O1 0.0027 -0.2199 -1.8881
N2 -1.7781 -1.5858 -1.4424
N3 -2.4305 -1.3674 -2.5881
C11 -3.5335 -1.9713 -2.7996
C12 -4.2562 -1.7650 -4.0134
C13 -3.9340 -0.9575 -5.0762
C14 -4.8853 -1.0092 -6.1081
C15 -5.9203 -1.8493 -5.8296
S1 -5.7565 -2.5975 -4.2955
N4 -0.6788 -2.3682 0.9131
N5 0.0019 -2.5726 1.9653
N6 1.0922 -1.7779 1.9382
C16 1.9869 -1.8212 2.9823
N7 3.1420 -1.2193 3.0382
O2 3.6811 -1.5317 4.2184
N8 2.8763 -2.3475 4.9410
C17 1.8035 -2.5595 4.2175
N9 0.7226 -3.2671 4.5692
H1 2.3761 4.7140 -1.4065
H2 4.0013 4.2089 -1.8735
H3 2.5908 3.4275 -2.5929
H4 3.6279 1.9839 -0.8422
H5 3.3978 3.2625 0.3502
H6 1.1543 1.8661 -1.2004
H7 0.9236 3.1507 -0.0131
H8 2.5395 1.3400 2.5717
H9 1.7791 2.8700 2.1043
H10 0.6079 1.8731 3.9979
H11 0.2944 0.3968 3.0942
H12 -0.7733 3.1634 2.3836
H13 -1.0050 1.7103 1.4091
H14 -1.7110 1.8139 3.0282
H15 2.2368 -0.0212 -0.6256
H16 3.0133 -0.1263 0.9874
H17 -2.1571 -2.2332 -0.7445
H18 -3.9675 -2.6668 -2.0698
H19 -3.0412 -0.3611 -5.0876
H20 -4.8097 -0.4479 -7.0222
H21 -6.7754 -2.0759 -6.4351
H22 0.0483 -3.4600 3.8427
H23 0.7722 -3.8398 5.3920

=====

(3)
Entry from the Open Molecules 2025 dataset: C34H57N3O3SiTi as an isolated structure (wB97M-V/def2-TZVPD).

Properties
Multiplicity: 3
HOMO-LUMO gap (spin up / spin down): 6.48 / 5.36 eV

Positions of all 99 atoms, in Å:
O1 1.2912 1.2356 0.5848
O2 0.0051 2.9183 -1.3192
C1 1.2825 1.8688 1.8868
C2 2.6103 1.9009 2.5971
H1 0.5333 1.3133 2.4726
H2 0.8792 2.8824 1.7438
H3 3.0503 0.9080 2.7029
H4 2.4251 2.2870 3.6057
H5 3.3197 2.5721 2.1087
C3 2.5672 0.9295 -0.0436
C4 3.1076 2.1662 -0.6927
H6 2.3647 0.1288 -0.7696
H7 3.2470 0.5172 0.7149
H8 2.4036 2.5342 -1.4412
H9 4.0651 1.9707 -1.1821
H10 3.2526 2.9364 0.0641
C5 -0.5119 2.6599 -2.6503
C6 0.2511 4.3265 -1.1052
C7 0.5467 2.0303 -3.5165
H11 -0.8699 3.6046 -3.0979
H12 -1.3895 2.0021 -2.5492
H13 1.3305 2.7668 -3.7410
H14 0.0972 1.7042 -4.4620
H15 1.0083 1.1626 -3.0300
C8 1.1746 4.9608 -2.1231
H16 0.6822 4.4096 -0.0969
H17 -0.7191 4.8559 -1.1050
H18 2.1379 4.4400 -2.1902
H19 1.3676 5.9900 -1.8051
H20 0.7161 4.9972 -3.1188
H21 -0.3056 1.6021 -0.0979
N1 1.0084 -2.0934 1.3256
C9 0.1171 -3.1325 1.8749
C10 -0.4993 -3.9881 0.8208
C11 -1.0725 -3.5272 -0.3236
C12 0.8357 -4.0717 2.8522
H22 1.2579 -3.5395 3.7089
H23 1.6185 -4.6377 2.3396
H24 0.0702 -4.7672 3.2261
C13 -1.7115 -4.4311 -1.3248
H25 -1.3883 -4.1829 -2.3446
H26 -2.8087 -4.3632 -1.2813
H27 -1.4143 -5.4634 -1.0965
N2 -1.0973 -2.1949 -0.5970
C14 2.3863 -2.1103 1.5613
C15 2.9154 -1.6640 2.8023
C16 2.0368 -1.2186 3.9298
C17 4.2932 -1.6834 3.0167
H28 4.6787 -1.3394 3.9784
C18 5.1619 -2.1421 2.0233
H29 6.2362 -2.1279 2.2050
C19 4.6470 -2.6181 0.8203
H30 5.3234 -3.0029 0.0541
C20 3.2777 -2.6164 0.5754
C21 2.7813 -3.1871 -0.7168
C22 -1.9862 -1.6386 -1.5528
C23 -3.3315 -1.3902 -1.1787
C24 -3.8670 -1.9107 0.1201
C25 -4.1184 -0.6119 -2.0317
H31 -5.1587 -0.4229 -1.7562
C26 -3.5829 -0.1101 -3.2213
H32 -4.2092 0.5031 -3.8746
C27 -2.2709 -0.4127 -3.6060
H33 -1.8812 -0.0730 -4.5700
C28 -1.4521 -1.1817 -2.7791
C29 -0.0359 -1.5191 -3.1478
Ti1 -0.4414 -0.7985 0.6270
H34 2.3650 -0.2473 4.3117
H35 2.1071 -1.9200 4.7780
H36 0.9861 -1.1381 3.6307
H37 1.7202 -2.9713 -0.8658
H38 2.9091 -4.2806 -0.7482
H39 3.3460 -2.7750 -1.5650
H40 -4.8945 -1.5575 0.2672
H41 -3.2830 -1.5970 1.0012
H42 -3.8861 -3.0126 0.1291
H43 0.2050 -2.5681 -2.9244
H44 0.7076 -0.9008 -2.6155
H45 0.1233 -1.3630 -4.2223
H46 -0.4857 -5.0632 0.9967
C30 -1.3570 1.0709 0.0791
Si1 -2.6880 2.4153 0.4358
H47 -1.6446 0.4750 -0.8102
H48 -1.5708 0.6533 1.1252
C31 -1.9724 3.7453 1.5371
C32 -4.0121 1.5177 1.4251
C33 -3.4587 3.1187 -1.1003
H49 -4.4362 3.5220 -0.7916
H50 -3.6240 2.3590 -1.8790
H51 -2.8520 3.9390 -1.5099
H52 -1.7394 3.3442 2.5324
H53 -2.7508 4.5159 1.6365
H54 -1.0703 4.2077 1.1210
H55 -3.5974 0.9215 2.2498
H56 -4.6139 0.8615 0.7815
H57 -4.6588 2.3027 1.8419
O3 -1.6557 -2.9392 3.5860
C34 -1.0953 -2.3856 2.6485
N3 -1.3618 -1.1631 2.1146

=====

(4)
Entry from the Open Molecules 2025 dataset: a 3-piece molecular cluster, C2H11N2O2 overall (wB97M-V/def2-TZVPD).

Properties
Total charge: +1
HOMO-LUMO gap: 9.59 eV

Positions of all 17 atoms, in Å:
C1 -1.4879 -0.4971 0.1422
C2 -1.2389 0.1488 -1.0223
N1 -2.1565 0.2772 -2.0049
N2 -0.3647 -0.5791 1.1173
H1 -2.4290 -0.8553 0.4971
H2 -0.3606 0.7576 -1.2863
H3 -2.1319 0.8113 -2.8516
H4 -2.8534 -0.4642 -2.1424
H5 -0.5549 0.1547 1.7967
H6 0.5310 -0.5174 0.6164
H7 -0.4902 -1.4917 1.5819
H8 1.8837 1.8647 -0.6549
H9 2.3186 0.3441 -1.1936
O1 2.0085 0.9196 -0.4921
H10 2.3089 -1.0027 2.4191
H11 2.8603 0.3064 1.5203
O2 2.1571 -0.1767 1.9571

=====

| no. | F_max (Eh/bohr) |
| --- | --- |
| 1 | 0.082 |
| 2 | 0.039 |
| 3 | 0.063 |
| 4 | 0.052 |